Record 1
Density functional theory data (the ωB97M-V functional and the def2-TZVPD basis) for a molecular structure, CHLiO2Tl in a non-equilibrium geometry.

Each line ends with the Löwdin charge.
Atoms and positions in Å:
O1 1.08 0.83 0.44  -0.468
H1 0.89 1.76 0.30  0.055
Tl1 2.88 0.35 0.69  1.517
O2 -2.52 -1.67 -1.50  0.143
C1 -1.93 -1.07 -0.75  0.018
Li1 -0.39 -0.20 0.82  0.736

Summary:
* lowest unoccupied orbital energy (spin up / spin down): -9.891 / -14.181 eV
* spin multiplicity: 2
* orbital gap (spin up / spin down): 11.8 / 7.6 eV
* net charge: +2
* expectation value of S²: 0.756

=====

Record 2
Density functional theory data (the ωB97M-V functional and the def2-TZVPD basis) for a gas-phase ion, CHN2O4 (charge -1) in a non-equilibrium geometry.

Each line ends with the Löwdin charge.
Atoms and positions in Å:
O1 -1.15 3.70 -0.35  0.008
N1 -1.40 2.66 0.24  -0.448
O2 -2.31 2.47 1.09  -0.043
C1 -0.72 1.53 -0.13  -0.077
N2 0.33 1.10 0.31  -0.254
O3 1.08 1.32 1.29  -0.093
O4 0.76 -0.13 -0.72  -0.116
H1 0.69 -0.93 -0.19  0.025

Summary:
* lowest unoccupied orbital energy: 4.136 eV
* orbital gap: 8.6 eV
* energy relative to the best compared isomer or geometry (same formula, charge and spin): 535.4 kJ/mol
* net charge: -1

=====

| no. | energy (Eh) |
| --- | --- |
| 1 | -368.4731 |
| 2 | -448.9656 |